# 1
Molecular formula: C5H16N4O
Method: DFT, ωB97M-V/def2-TZVPD

Summary:
energy = -13449.5409 eV
relative energy (zero: lowest compared OMol25 entry of this formula, charge and spin) = 37.9 kcal per mole
molar mass = 148.2 g mol⁻¹
gap between HOMO and LUMO = 8.516 eV
E_HOMO = -7.84 eV
SMILES = C[C@@H](N)N(N)N.CC(C)=O

Each line ends with the Löwdin charge.
Positions of all 26 atoms, in Å:
C 0.715 1.065 1.080  -0.032
C 1.813 0.569 -0.333  -0.365
N 2.269 -0.749 -0.212  0.048
N 1.282 0.856 -1.607  -0.304
N 0.649 2.110 -1.666  0.038
N 0.636 -0.156 -2.356  0.057
H 1.278 0.731 1.952  0.040
H 0.790 2.145 0.953  0.025
H -0.346 0.962 1.282  -0.003
H 2.606 1.293 -0.136  0.123
H 1.491 -1.414 -0.186  0.052
H 2.861 -0.863 0.599  0.081
H 0.590 2.367 -2.650  0.079
H -0.305 2.041 -1.294  0.068
H 0.064 -0.760 -1.759  0.033
H 1.358 -0.730 -2.777  0.076
C -2.363 -0.296 -0.036  -0.020
C -1.264 -1.136 0.570  -0.496
C -1.392 -1.431 2.044  -0.024
O -0.492 -1.777 -0.139  0.010
H -2.475 0.642 0.500  0.080
H -3.302 -0.845 0.029  0.093
H -2.155 -0.080 -1.082  0.079
H -0.515 -1.973 2.405  0.092
H -2.274 -2.050 2.194  0.091
H -1.518 -0.519 2.625  0.080

Forces on atoms 1 to 2 (eV/Å):
1.7211 0.5910 -1.6612
-2.0059 0.9740 2.4505

# 2
Molecular formula: C27H43BN6O4PPtSTe
Method: DFT, ωB97M-V/def2-TZVPD

Summary:
energy = -77177.1602 eV
relative energy (zero: lowest compared OMol25 entry of this formula, charge and spin) = 33.3 kcal per mole
molar mass = 912.2 g mol⁻¹
total charge = -1
gap between HOMO and LUMO = 6.264 eV
E_HOMO = -3.80 eV

Each line ends with the Löwdin charge.
Positions of all 85 atoms, in Å:
Pt 0.227 0.277 -0.227  0.795
C 2.774 -2.413 -0.180  -0.016
C 3.176 -0.969 -0.123  -0.313
C 4.471 -0.428 -0.001  0.010
C 4.309 0.951 0.005  -0.270
C 5.361 2.011 0.103  -0.032
N 2.979 1.192 -0.095  0.031
N 2.316 0.018 -0.163  -0.046
B 2.249 2.576 -0.161  -0.517
N 1.416 2.803 1.125  0.009
N 0.691 1.778 1.630  0.026
C 0.175 2.166 2.784  -0.343
C -0.709 1.239 3.552  -0.033
C 0.573 3.506 3.031  0.005
C 1.357 3.870 1.954  -0.298
C 2.002 5.187 1.652  -0.029
N 1.395 2.572 -1.447  0.011
N 0.544 1.549 -1.728  -0.122
C 0.052 1.718 -2.950  -0.344
C -0.853 0.705 -3.570  -0.067
C 0.585 2.913 -3.468  0.000
C 1.428 3.419 -2.496  -0.314
C 2.253 4.665 -2.524  -0.022
H 3.505 -2.964 -0.773  0.078
H 1.784 -2.521 -0.644  0.043
H 2.753 -2.842 0.825  0.069
H 5.399 -0.982 0.059  0.102
H 6.335 1.539 0.220  0.073
H 5.180 2.665 0.960  0.079
H 5.379 2.635 -0.795  0.076
H 3.076 3.435 -0.253  0.111
H -0.726 0.281 3.034  0.059
H -1.730 1.622 3.597  0.067
H -0.352 1.095 4.575  0.070
H 0.295 4.139 3.865  0.100
H 1.781 5.901 2.444  0.074
H 1.619 5.594 0.710  0.065
H 3.089 5.089 1.560  0.073
H -0.720 -0.244 -3.044  0.040
H -0.612 0.573 -4.628  0.078
H -1.895 1.013 -3.475  0.053
H 0.390 3.344 -4.441  0.107
H 2.071 5.202 -3.454  0.077
H 3.318 4.433 -2.453  0.077
H 1.997 5.322 -1.689  0.070
C -1.881 -4.327 2.217  -0.031
C -0.624 -4.746 1.457  -0.632
C -0.643 -6.253 1.231  -0.041
C 0.640 -4.348 2.234  -0.039
O -0.527 -4.180 0.137  -0.171
P -0.852 -2.627 -0.223  0.217
O -0.229 -2.358 -1.537  -0.319
O -0.486 -1.743 0.958  -0.407
O -2.485 -2.581 -0.336  -0.223
C -3.268 -3.162 -1.409  -0.623
C -4.606 -3.514 -0.762  -0.035
C -3.484 -2.108 -2.493  -0.047
C -2.637 -4.411 -2.033  -0.039
H -1.882 -4.805 3.200  0.085
H -2.777 -4.641 1.678  0.073
H -1.904 -3.243 2.341  0.080
H -0.684 -6.782 2.186  0.082
H 0.258 -6.559 0.690  0.086
H -1.518 -6.533 0.632  0.078
H 0.664 -4.831 3.215  0.082
H 0.648 -3.262 2.360  0.072
H 1.529 -4.650 1.669  0.078
H -5.032 -2.620 -0.296  0.089
H -4.474 -4.283 0.006  0.073
H -5.302 -3.893 -1.516  0.082
H -3.945 -1.221 -2.058  0.047
H -4.128 -2.497 -3.285  0.083
H -2.518 -1.823 -2.921  0.073
H -2.528 -5.200 -1.286  0.071
H -1.648 -4.172 -2.433  0.078
H -3.280 -4.778 -2.836  0.084
Te -2.293 0.831 -0.268  0.938
C -2.187 2.880 0.253  -0.958
C -2.857 3.522 1.258  -0.280
C -2.647 4.931 1.292  -0.222
C -1.806 5.363 0.312  -0.433
S -1.282 4.042 -0.659  0.957
H -3.488 2.982 1.961  0.088
H -3.088 5.593 2.030  0.090
H -1.456 6.372 0.131  0.054

Forces on atoms 1 to 2 (eV/Å):
-0.9476 -1.3489 -0.1769
-0.1833 0.3131 -0.1047

# 3
Molecular formula: CH4INOS
Method: DFT, ωB97M-V/def2-TZVPD

Summary:
energy = -23573.1805 eV
relative energy (zero: lowest compared OMol25 entry of this formula, charge and spin) = 21.5 kcal per mole
molar mass = 205.0 g mol⁻¹
gap between HOMO and LUMO = 8.138 eV
E_HOMO = -8.49 eV

Each line ends with the Löwdin charge.
Positions of all 9 atoms, in Å:
C 0.463 -0.176 -0.032  -0.394
N 1.436 0.844 0.024  -0.003
O -1.462 -2.100 0.015  -0.652
S -1.548 -0.824 -0.730  0.327
I -2.565 0.837 0.649  0.414
H 0.151 -0.442 1.065  0.085
H 0.778 -1.010 -0.670  0.041
H 1.099 1.512 0.629  0.022
H 1.647 1.358 -0.950  0.160

Forces on atoms 1 to 2 (eV/Å):
-0.0489 -2.2784 1.2495
-0.4958 0.1385 -4.7872

# 4
Molecular formula: C8H16Cl8
Method: DFT, ωB97M-V/def2-TZVPD

Summary:
energy = -108734.6524 eV
relative energy (zero: lowest compared OMol25 entry of this formula, charge and spin) = 32.5 kcal per mole
molar mass = 395.8 g mol⁻¹
gap between HOMO and LUMO = 11.053 eV
E_HOMO = -10.59 eV
SMILES = ClCCCl.ClCCCl.ClCCCl.ClCCCl

Each line ends with the Löwdin charge.
Positions of all 32 atoms, in Å:
Cl 3.044 24.957 -32.480  0.513
C 2.667 25.687 -34.060  -0.642
C 3.029 27.233 -34.140  -0.648
Cl 2.298 28.049 -32.763  0.528
H 1.685 25.339 -34.381  0.069
H 3.488 25.287 -34.654  0.048
H 2.734 27.709 -35.075  0.069
H 4.108 27.371 -34.074  0.063
Cl 15.226 37.861 -34.842  0.551
C 16.561 37.678 -33.693  -0.695
C 16.009 37.779 -32.296  -0.670
Cl 15.166 36.261 -31.872  0.531
H 17.344 38.402 -33.919  0.073
H 17.130 36.765 -33.866  0.070
H 15.400 38.675 -32.179  0.074
H 16.852 37.790 -31.606  0.065
Cl 10.126 25.582 -34.902  0.493
C 9.822 23.928 -34.217  -0.650
C 10.175 23.862 -32.749  -0.653
Cl 10.276 22.139 -32.373  0.554
H 10.539 23.322 -34.772  0.051
H 8.819 23.733 -34.595  0.068
H 9.363 24.130 -32.073  0.066
H 11.158 24.233 -32.459  0.071
Cl 8.684 29.815 -31.738  0.509
C 9.780 31.242 -31.761  -0.661
C 10.330 31.570 -33.181  -0.631
Cl 8.881 31.910 -34.148  0.525
H 10.580 31.109 -31.033  0.065
H 9.266 32.142 -31.426  0.061
H 10.901 30.799 -33.699  0.066
H 10.933 32.477 -33.231  0.066

Forces on atoms 1 to 2 (eV/Å):
-0.2370 0.1679 0.2186
1.9692 1.0729 -0.6420

- energy of number 2 (C27H43BN6O4PPtSTe)?
  -77177.1602 eV

Copy entry 3 word for word.
Molecular formula: CH4INOS
Method: DFT, ωB97M-V/def2-TZVPD

Summary:
energy = -23573.1805 eV
relative energy (zero: lowest compared OMol25 entry of this formula, charge and spin) = 21.5 kcal per mole
molar mass = 205.0 g mol⁻¹
gap between HOMO and LUMO = 8.138 eV
E_HOMO = -8.49 eV

Each line ends with the Löwdin charge.
Positions of all 9 atoms, in Å:
C 0.463 -0.176 -0.032  -0.394
N 1.436 0.844 0.024  -0.003
O -1.462 -2.100 0.015  -0.652
S -1.548 -0.824 -0.730  0.327
I -2.565 0.837 0.649  0.414
H 0.151 -0.442 1.065  0.085
H 0.778 -1.010 -0.670  0.041
H 1.099 1.512 0.629  0.022
H 1.647 1.358 -0.950  0.160

Forces on atoms 1 to 2 (eV/Å):
-0.0489 -2.2784 1.2495
-0.4958 0.1385 -4.7872